No. 1
Molecular formula: C32H25N2O3PdSi
Method: DFT, wB97M-V/def2-TZVPD

Cartesian coordinates (Å):
N  1.804  0.304  -2.779
H  4.356  3.317  -5.563
C  2.588  2.012  2.713
C  2.963  3.186  4.780
H  -0.192  3.689  3.657
C  -0.173  -0.855  -2.804
H  4.442  1.980  3.792
C  0.171  4.392  -2.343
H  -0.804  2.642  -1.584
O  4.604  2.334  -0.441
H  -5.031  -2.325  -1.148
C  3.484  2.241  -3.927
C  -3.145  -1.563  -0.521
C  -4.234  2.366  2.742
H  -2.067  -1.839  -4.181
C  4.406  3.095  -4.504
C  1.718  5.466  -0.854
C  1.657  3.660  4.737
H  3.614  3.457  5.603
C  5.393  3.672  -3.708
H  2.449  6.241  -0.657
H  -0.312  4.323  -3.311
H  3.790  1.835  -0.192
C  -1.611  2.241  1.749
C  0.507  3.496  -0.107
C  -2.197  1.135  2.377
C  -3.493  1.198  2.873
C  4.510  2.547  -1.768
O  -1.067  -0.807  0.166
C  -1.819  -1.175  -0.838
H  6.121  4.345  -4.145
H  1.285  4.299  5.529
C  0.826  3.314  3.676
C  3.427  2.358  3.766
H  -5.248  2.412  3.123
H  6.194  3.849  -1.714
Pd  0.559  0.320  -0.133
Si  0.177  2.111  1.147
C  -1.437  -1.288  -2.218
H  -0.097  -0.884  -3.893
C  -2.376  -1.774  -3.142
C  -3.677  3.469  2.109
C  -0.112  3.449  -1.363
C  -3.652  -2.156  -2.796
H  -3.931  0.330  3.351
H  1.939  4.574  1.081
C  1.276  2.490  2.639
N  0.775  -0.340  -2.132
C  5.444  3.401  -2.354
H  1.327  6.128  -2.861
O  2.408  1.056  -0.655
C  3.521  1.942  -2.564
C  -4.031  -2.042  -1.456
C  1.090  5.402  -2.091
H  -1.634  0.211  2.450
H  2.953  1.348  1.934
H  -1.951  4.267  1.117
C  1.423  4.524  0.127
H  -3.430  -1.466  0.520
C  2.504  1.036  -1.967
C  -2.377  3.403  1.617
H  -4.343  -2.523  -3.544
H  2.703  1.781  -4.517
H  -4.255  4.379  1.995

Forces on atoms 1 to 2 (eV/Å):
-0.01 -0.08 -0.50
0.00 -0.01 0.03

2S+1	1
total charge	-1
HOMO (spin up / spin down)	-4.68 / -4.68	eV
Kohn-Sham gap (spin up / spin down)	7.58 / 7.58	eV
max |F|	0.01904	Eh/bohr
ΔE to the lowest compared entry with this formula, charge and spin	48.1	kJ/mol
LUMO level (spin up / spin down)	0.1064 / 0.1064	Ha

=====

No. 2
Molecular formula: C32H26AuN6PS2
Method: DFT, wB97M-V/def2-TZVPD

Cartesian coordinates (Å):
H  6.777  -0.066  0.543
C  -2.357  1.910  -3.183
H  3.422  -2.692  -6.824
H  2.837  0.030  4.255
H  -1.828  4.864  1.148
H  -0.813  2.269  -1.726
H  5.098  -1.226  -2.604
S  -0.957  0.390  3.741
C  -2.603  1.575  1.322
C  1.104  -1.685  -4.581
H  0.944  -2.463  -6.576
P  -2.062  0.053  2.146
H  -3.825  4.853  -0.311
H  -2.544  -1.628  -1.672
H  8.381  0.163  2.428
H  -1.071  2.765  2.221
C  2.368  -0.035  2.280
H  -4.052  -0.993  -3.513
H  -5.028  2.732  -0.738
C  -4.161  2.747  -0.091
Au  1.298  -0.372  -1.143
C  1.615  -2.185  -5.775
C  6.433  0.002  1.565
C  -3.720  1.569  0.490
C  7.316  0.126  2.614
H  -5.760  -1.057  5.178
C  3.804  -1.939  -4.850
C  -1.522  1.560  -2.136
C  5.483  0.157  4.180
C  -1.928  2.766  1.559
C  -4.134  -0.631  3.855
H  1.313  0.009  2.532
N  3.218  0.007  3.323
H  -6.964  -2.457  3.535
N  -0.668  -0.007  -0.527
N  2.734  -0.116  1.049
H  7.530  0.294  4.749
H  0.038  -1.557  -4.434
C  -3.345  -0.269  -3.126
H  -5.994  -2.834  1.291
H  -2.299  2.909  -3.599
S  -1.177  -1.129  0.618
H  -3.944  1.281  -4.492
C  5.055  -0.045  1.800
H  -3.840  -1.795  0.687
H  -3.593  -0.029  4.573
C  -5.477  -2.212  2.010
C  -5.344  -1.214  4.191
C  -3.591  -0.828  2.587
C  2.988  -2.310  -5.910
N  3.515  -0.674  -1.433
N  1.878  -1.333  -3.567
C  -4.267  -1.627  1.667
C  3.196  -1.458  -3.697
N  4.494  -0.464  -0.467
H  4.880  -2.022  -4.912
C  4.023  -1.096  -2.529
H  -4.246  0.646  0.284
C  -1.578  0.285  -1.570
C  -6.018  -2.003  3.269
C  -2.361  3.940  0.963
H  5.105  0.217  5.193
C  -3.282  1.002  -3.682
C  4.059  -0.214  0.728
C  6.835  0.199  3.925
C  -3.481  3.933  0.144
C  4.591  0.037  3.112
C  -2.497  -0.630  -2.090

Forces on atoms 1 to 2 (eV/Å):
0.00 0.00 -0.01
0.01 0.01 0.05

2S+1	1
HOMO	-6.77	eV
Kohn-Sham gap	6.23	eV
max |F|	0.00762	Eh/bohr
ΔE to the lowest compared entry with this formula, charge and spin	37.7	kJ/mol
LUMO level	-0.0200	Ha

=====

No. 3
Molecular formula: C32H26BrN7Pt
Method: DFT, wB97M-V/def2-TZVPD

Cartesian coordinates (Å):
H  -4.998  -1.373  -2.360
H  1.199  -5.128  1.811
C  0.855  0.970  4.343
C  -4.121  -1.652  -1.795
H  1.861  2.312  8.013
C  -0.576  2.637  3.040
C  -1.138  3.002  1.828
C  0.231  1.502  3.115
C  -2.693  0.168  -2.873
C  -0.305  -3.913  0.879
C  -3.039  -3.105  -0.205
N  1.233  -0.719  -2.643
H  -0.781  3.224  3.922
N  0.433  -1.826  0.011
H  1.674  0.808  6.210
N  -1.474  0.753  -2.802
H  -1.762  3.880  1.738
C  -3.625  0.577  -3.806
H  3.022  -3.479  1.342
C  0.986  -4.196  1.303
C  -2.929  -0.960  -1.933
H  1.257  -4.141  -4.660
C  1.303  1.517  5.479
C  2.000  -3.284  1.049
H  -4.021  1.930  -5.428
H  -1.753  2.978  -5.291
H  2.979  -4.011  -5.041
H  -1.097  -4.631  1.037
H  -5.097  -3.269  -0.783
C  -1.871  -2.383  -0.383
Br  2.105  1.685  -1.787
C  0.385  0.748  1.952
C  3.223  -0.097  -3.794
H  2.161  4.762  8.709
H  4.019  0.618  -3.954
C  1.431  2.907  5.951
C  1.479  5.186  5.490
N  -1.860  -1.329  -1.213
C  2.118  -2.204  -4.285
C  -0.555  -2.719  0.221
C  1.743  3.118  7.303
N  -0.160  1.101  0.781
C  3.153  -1.289  -4.502
H  1.403  6.033  4.822
C  2.026  -3.483  -5.059
C  1.915  4.439  7.700
C  -1.158  1.731  -3.661
H  1.788  -3.274  -6.104
H  3.918  -1.512  -5.237
H  0.963  -0.166  1.963
N  1.768  5.336  6.762
Pt  -0.192  0.029  -1.143
N  1.307  3.933  5.104
H  0.970  -0.109  4.311
H  0.337  -2.525  -3.096
H  -4.593  0.101  -3.864
C  -3.302  1.602  -4.689
C  2.227  0.131  -2.874
H  -0.169  2.159  -3.567
H  2.435  -1.359  0.175
C  -2.048  2.185  -4.618
H  -1.297  2.497  -0.255
C  1.680  -2.106  0.397
C  -4.172  -2.722  -0.910
C  1.170  -1.871  -3.327
H  -3.077  -3.950  0.467
C  -0.894  2.226  0.714

Forces on atoms 1 to 2 (eV/Å):
0.00 0.00 0.00
0.00 0.00 0.00

2S+1	5
<S²>	6.019
total charge	+4
HOMO (spin up / spin down)	-19.27 / -19.26	eV
Kohn-Sham gap (spin up / spin down)	8.35 / 5.54	eV
max |F|	0.00445	Eh/bohr
ΔE to the lowest compared entry with this formula, charge and spin	0.0	kJ/mol
LUMO level (spin up / spin down)	-0.4011 / -0.5042	Ha

=====

No. 4
Molecular formula: C32H26Cl3F2IN4OS2Tl
Method: DFT, wB97M-V/def2-TZVPD

Cartesian coordinates (Å):
H  6.615  0.321  0.014
F  1.123  2.253  1.855
N  -0.399  -1.998  1.240
Cl  -0.171  4.807  -4.014
H  5.586  -1.880  -0.552
C  -1.637  -0.918  -3.351
C  -4.982  -0.697  0.541
C  0.493  -2.844  1.690
C  3.344  -6.023  2.716
H  2.865  -8.063  3.352
H  1.805  -1.126  -3.535
H  -2.764  1.547  -0.655
C  3.351  1.149  -0.087
H  -0.812  -3.659  -2.889
C  -1.164  -4.475  2.214
C  -1.705  -2.319  1.265
C  -3.533  -3.841  1.871
C  -2.676  -1.375  0.788
H  -6.550  4.647  -1.690
H  -7.419  0.810  0.063
H  1.511  -2.489  1.715
Tl  0.178  -0.122  -0.248
C  -3.157  0.652  -0.186
S  0.894  -6.701  2.990
C  0.184  -4.144  2.149
C  4.981  -0.997  -0.414
S  -4.835  3.022  -1.142
C  -2.136  -3.560  1.794
Cl  -1.106  5.743  -1.399
C  0.822  -0.794  -3.862
H  0.734  0.274  -3.661
C  -4.054  -1.665  0.943
N  2.803  -0.025  -0.389
C  -5.449  1.548  -0.438
C  -0.281  -3.031  -3.600
H  -2.403  -1.457  -2.795
F  0.826  0.301  2.756
I  2.731  -2.915  -1.044
C  0.327  1.160  1.837
C  -6.817  1.603  -0.339
C  -6.415  3.667  -1.277
O  -0.001  -1.669  -1.755
N  -2.273  -0.231  0.207
C  2.601  -4.878  2.392
N  -0.226  2.291  -1.428
H  -1.611  0.118  -3.015
H  -8.412  3.032  -0.811
C  0.084  4.717  -2.250
H  2.665  1.973  0.039
C  -4.551  0.497  -0.026
Cl  1.746  5.226  -1.839
C  -4.450  -2.922  1.487
H  -6.036  -0.890  0.680
C  3.601  -1.067  -0.553
C  -7.362  2.807  -0.814
C  2.558  -7.079  3.061
H  -0.764  -3.084  -4.572
C  1.241  -5.067  2.482
H  0.739  -3.390  -3.680
H  -3.837  -4.804  2.253
H  -1.476  -5.439  2.594
H  3.062  -3.949  2.107
C  4.714  1.323  0.069
H  4.419  -6.068  2.690
H  -1.883  -0.940  -4.408
C  -0.270  -1.566  -3.105
H  -0.683  1.455  2.141
H  5.115  2.287  0.328
H  -5.507  -3.128  1.568
C  5.545  0.224  -0.095
H  0.734  -0.963  -4.933
C  -0.090  3.363  -1.805

Forces on atoms 1 to 2 (eV/Å):
0.08 -0.02 0.04
-0.02 0.05 -0.31

2S+1	1
total charge	+1
HOMO	-10.28	eV
Kohn-Sham gap	7.14	eV
max |F|	0.04814	Eh/bohr
ΔE to the lowest compared entry with this formula, charge and spin	74.5	kJ/mol
LUMO level	-0.1151	Ha

=====

Which value of ΔE to the lowest compared entry with this formula, charge and spin does entry 4 give?
74.5 kJ/mol